#a
DFT (the ωB97M-V functional and the def2-TZVPD basis) results for a structure of composition C25H52AsBF2N7OPSeV.

The geometry in XYZ format:
```
92
Properties=species:S:1:pos:R:3:mulliken_spin:R:1
Se -2.67308 0.73955 1.90510 -0.038
As 1.67871 2.47177 2.37731 0.001
V -0.47417 0.96156 1.31572 0.991
P 0.40934 -0.80978 -1.14975 -0.008
F 0.14413 2.78011 -0.88633 0.008
F -1.99013 2.04671 -0.90181 -0.004
O 0.40730 1.45154 2.68745 -0.024
N -2.10324 4.09978 2.29176 0.000
N -0.28776 0.41715 -0.37001 -0.043
N -5.26186 4.97660 0.38220 0.000
N -2.33785 -3.37541 4.14354 -0.003
N 0.84614 -2.00529 -0.10062 -0.008
N -0.68147 -1.45450 -2.21451 -0.002
N 1.76899 -0.26575 -1.93175 0.003
C -1.33479 -2.51761 4.14461 -0.001
C 2.60845 2.04159 0.72039 0.012
C -2.38876 -3.28422 -3.64600 0.000
C 1.09430 4.31324 2.48251 -0.001
C -2.99572 4.33825 1.18578 0.003
C 1.19044 -1.85752 1.29715 0.033
C 2.53850 0.76846 -4.03837 0.000
C -0.49118 -1.65738 -3.64064 0.000
C -3.65863 -1.79340 2.94063 -0.004
C -0.93192 -3.06215 -4.03937 0.000
C 3.00161 -1.03840 -2.07321 -0.001
C 4.01301 0.66633 -3.62715 0.000
C -2.06322 -1.63578 -1.78485 0.002
C -4.39857 4.85547 1.59294 -0.001
C 1.66479 0.91232 -2.80028 0.001
C 2.95284 2.20612 3.81703 -0.001
C 2.97272 -3.58652 0.79354 0.000
C 0.87209 -3.38915 -0.59181 -0.001
C -3.47733 -3.01128 3.58789 0.001
C 2.62609 -2.31324 1.58253 0.003
C -2.57898 -0.92237 2.89060 0.032
C 4.16300 -0.07766 -2.29238 0.000
C -2.57012 -3.02853 -2.15091 0.000
C -1.40438 -1.26888 3.54527 0.002
C 1.70685 -4.29280 0.31928 0.000
B -0.69686 1.74781 -0.60131 0.019
H 4.44044 1.66639 -3.53789 0.000
H 1.94839 4.97090 2.31738 0.000
H 3.68628 2.06652 0.90191 -0.002
H 1.98909 1.80663 -2.25477 0.000
H -2.43912 3.32849 2.86684 0.003
H -0.29920 -3.79938 -3.54552 0.000
H -2.10935 -1.47200 -0.70091 0.002
H -1.08841 -0.92493 -4.19842 0.000
H 2.22763 -0.11089 -4.60595 0.000
H -2.52411 5.07097 0.52228 0.001
H 2.39136 1.63898 -4.67841 0.000
H -3.02372 -2.60409 -4.21857 0.000
H 4.17639 0.63320 -1.46482 0.000
H -2.69250 -0.87838 -2.27083 0.000
H -2.68582 -4.30554 -3.88901 0.000
H -0.43184 -2.83941 4.65122 0.000
H 3.79191 2.89657 3.71594 0.000
H 0.56111 -1.50533 -3.88270 0.000
H -0.57738 -0.56994 3.61298 0.007
H 0.49135 -2.44682 1.90311 0.002
H -6.19157 5.36169 0.60086 0.000
H 3.32827 1.17851 3.80184 0.000
H 1.97545 -5.18835 -0.24216 0.000
H -5.36969 4.05137 -0.05753 0.000
H -4.86806 4.15822 2.29007 0.000
H 5.10173 -0.62969 -2.27445 0.000
H -3.10170 3.39108 0.64551 0.004
H -0.14520 -3.78920 -0.65626 0.000
H 2.45026 2.38924 4.77281 0.000
H 3.57957 -3.33266 -0.07739 0.000
H -4.79898 5.59547 -0.29754 0.000
H -4.28409 -3.72768 3.65643 0.000
H 2.30857 1.04238 0.38272 0.000
H -4.32148 5.83911 2.06448 0.000
H 1.06896 -0.80249 1.57394 0.007
H 3.56639 -4.25772 1.41250 0.000
H -0.80838 -3.17394 -5.11619 0.000
H 3.14510 -1.60936 -1.15671 0.000
H -2.02976 -3.78576 -1.58047 0.000
H 0.68713 4.47726 3.48590 0.000
H -3.62248 -3.09548 -1.87748 0.000
H 4.56841 0.15076 -4.40885 0.000
H 1.29766 -3.38255 -1.59808 0.000
H 3.33419 -1.51979 1.32820 0.000
H -4.60331 -1.52208 2.49350 0.000
H 0.61644 1.05938 -3.07377 0.000
H 2.35140 2.78058 -0.03937 0.002
H 2.71152 -2.49218 2.65483 0.000
H 1.11008 -4.60409 1.17732 0.000
H 0.31497 4.49217 1.73967 0.002
H -2.00626 4.92362 2.87586 -0.001
H 2.94304 -1.74653 -2.90621 0.000
```

## Properties
Expectation value of S²: 0.776
Charge: +2
Multiplicity: 2
LUMO (alpha / beta): -5.1 / -5.1 eV



#b
DFT (the ωB97M-V functional and the def2-TZVPD basis) results for a structure of composition C25H52AsBF2N7OPSeV.

The geometry in XYZ format:
```
92
Properties=species:S:1:pos:R:3:mulliken_spin:R:1
Se -3.48461 3.08311 1.16823 -0.042
As -1.10812 4.75371 -1.29634 -0.037
V -1.24950 3.13483 0.52399 1.184
P 0.49439 -2.03780 0.17847 0.000
F -1.19761 1.39439 -0.79598 0.001
F -1.22887 0.96231 1.38145 -0.002
O -0.46390 4.10032 1.43337 -0.152
N 1.71861 2.94295 -0.37078 0.007
N -6.14670 6.84915 0.32274 -0.005
N 2.01231 -2.12819 -0.50618 0.000
N -0.54064 -3.16383 -0.35719 0.000
N 0.02207 -0.56853 -0.07235 -0.002
N 0.71359 -2.38232 1.77511 0.000
N 3.83910 0.16466 0.99765 0.000
C -2.65916 -4.32276 0.14326 0.000
C -2.69717 5.51437 -2.07762 0.009
C 2.03723 -1.73168 3.73452 0.000
C 3.64282 1.56892 0.47809 0.002
C 3.12822 -3.63630 -2.82078 0.000
C -0.15977 6.35664 -0.78888 0.004
C -2.74821 -4.93569 -1.26489 0.000
C 2.17393 1.96509 0.60940 -0.024
C -5.33487 4.68332 -0.32486 -0.002
C 2.17166 -2.43403 -3.00331 0.000
C 1.40851 -4.12941 3.37085 0.000
C -4.51624 4.64680 0.79122 0.024
C 3.73334 -3.68744 -1.41255 0.000
C -0.31813 -4.29172 -1.28283 0.000
C 0.33812 -3.67162 2.38907 0.000
C -1.95064 -2.97844 0.09903 0.000
C -6.12857 5.80672 -0.51252 0.002
C -1.55702 -4.50669 -2.13573 0.000
C 1.68909 -3.05356 4.41779 0.000
C 2.26854 -1.48285 -1.82355 0.000
C -4.52801 5.70613 1.68038 -0.010
C 2.70856 -3.44374 -0.31687 0.000
C 0.92277 -1.33451 2.77186 0.000
C -5.35960 6.78338 1.39660 0.002
C -0.16458 4.19633 -2.90022 0.005
B -0.80596 0.44020 0.16971 0.021
H 0.03560 6.94901 -1.67852 -0.001
H 1.13677 -2.75464 -3.10761 0.000
H 0.18940 -4.41144 1.60710 0.000
H 1.07938 -5.05015 3.85513 0.000
H 0.89852 4.39195 -2.78640 0.001
H 3.27969 -1.06696 -1.78961 0.000
H 1.98967 -4.26692 -0.31515 0.000
H -0.61372 -3.54863 2.92144 0.000
H 4.54448 -2.95849 -1.32718 0.000
H 2.13006 3.85198 -0.19204 0.000
H 0.80161 -2.90555 5.04264 0.000
H 4.18335 -4.66479 -1.23381 0.000
H -3.31749 5.95249 -1.30246 0.001
H 2.49788 -3.36649 5.07718 0.000
H 2.97777 -1.88136 3.18116 0.000
H 3.18890 -3.45037 0.66274 0.000
H -1.34172 -5.26214 -2.89165 0.000
H 4.30820 2.21932 1.04201 0.000
H 3.64580 0.10163 2.00141 0.000
H -5.39512 7.63182 2.07163 0.000
H -2.11186 -4.98658 0.81661 0.000
H 4.80265 -0.15098 0.86302 0.000
H -6.78164 5.87252 -1.37591 0.000
H -0.32726 3.14163 -3.10638 -0.002
H -0.78138 6.92336 -0.09938 -0.001
H -1.77797 -3.57685 -2.66626 0.000
H 1.57330 -0.65480 -1.92327 0.000
H 1.57726 1.05556 0.49038 0.023
H 1.96932 2.65746 -1.31118 0.000
H -3.26319 4.74951 -2.60132 0.000
H 0.77145 6.10893 -0.28485 0.000
H -5.37312 3.85604 -1.02053 0.000
H -0.54329 4.78548 -3.73059 -0.001
H 1.11137 -0.38807 2.26661 -0.002
H 2.41084 -1.88576 -3.91571 0.000
H -3.67886 -4.63408 -1.74612 0.000
H -2.47198 -2.30179 -0.58545 0.000
H 2.18841 -0.94246 4.48087 0.000
H 2.60475 -4.57274 -3.02681 0.000
H -2.77564 -6.02295 -1.18342 0.000
H -0.10201 -5.20375 -0.71299 0.000
H 3.94024 -3.57737 -3.54370 0.000
H 0.54147 -4.08878 -1.90380 0.000
H 1.98132 2.37182 1.60226 -0.003
H -3.65201 -4.18561 0.57019 0.000
H 2.32630 -4.35944 2.82023 0.000
H 0.00047 -1.19826 3.35054 0.000
H -3.91263 5.70368 2.57038 0.001
H -1.95178 -2.51000 1.08538 0.000
H 3.23539 -0.49136 0.55369 0.000
H 3.95830 1.57857 -0.56265 0.000
H -2.38223 6.28455 -2.77721 0.000
```

## Properties
Expectation value of S²: 0.770
Charge: +2
Multiplicity: 2
LUMO (alpha / beta): -5.2 / -5.2 eV



Most stable structure - #b; separation to the second - 37.8 kcal/mol.



#a
DFT (the ωB97M-V functional and the def2-TZVPD basis) results for a cluster of 2 separate species, C4H13NO in total.

The geometry in XYZ format:
```
19
Properties=species:S:1:pos:R:3:nbo_charge:R:1
O -1.07571 1.45557 -2.01707 -1.441
N -1.25873 -0.56673 1.87928 -0.830
C -0.00999 -1.44806 -0.47648 -0.668
C 0.86115 -0.42773 0.39576 -0.229
C -0.13829 0.32614 1.30490 -0.258
C 1.77011 0.38840 -0.58167 -0.697
H 2.65886 -0.31626 -0.97070 0.179
H 0.52737 0.63041 2.17024 0.161
H -1.89026 2.03184 -1.77761 0.338
H 1.21002 0.64523 -1.53070 0.242
H 2.20666 1.30228 -0.08916 0.202
H -0.88643 -1.07224 2.71582 0.331
H -0.20905 -2.38734 0.06680 0.179
H 1.49689 -1.03474 1.06925 0.169
H 0.62535 -1.70378 -1.34201 0.214
H -0.50719 1.30204 0.85300 0.218
H -0.49878 2.20013 -2.40358 0.299
H -1.21532 -1.25039 1.14599 0.353
H -0.99919 -1.05709 -0.78082 0.236
```

## Properties
Expectation value of S²: 0.751
Charge: -1
Multiplicity: 2
LUMO (alpha / beta): 3.7 / 3.6 eV



#b
DFT (the ωB97M-V functional and the def2-TZVPD basis) results for a cluster of 2 separate species, C4H13NO in total.

The geometry in XYZ format:
```
19
Properties=species:S:1:pos:R:3:nbo_charge:R:1
O 0.82361 1.70174 0.60498 -0.590
N -1.87284 -3.86206 -1.00638 -1.416
C 0.69627 1.23586 -1.73083 -0.823
C 0.02802 0.55496 0.98822 -0.234
C -0.34912 0.83838 2.43977 -0.665
C 1.59078 1.69389 -0.58556 -0.074
H 0.59930 -0.35960 0.83938 0.153
H -1.10548 -3.45826 -1.52784 0.306
H 0.43907 0.20175 -1.49704 0.194
H -0.69598 -0.10303 2.89142 0.201
H -0.85861 0.52975 0.35958 0.173
H -1.11848 1.61231 2.37911 0.200
H -2.19399 -4.66492 -1.54233 0.328
H 0.41880 1.19130 3.13013 0.203
H 2.47633 1.07594 -0.40946 0.152
H 1.09898 1.21046 -2.72797 0.201
H 1.94975 2.70550 -0.84243 0.161
H -0.13785 1.95018 -1.74009 0.198
H -1.78857 -4.05415 -0.02267 0.331
```

## Properties
Expectation value of S²: 0.750
Charge: -1
Multiplicity: 2
LUMO (alpha / beta): 3.9 / 3.8 eV



Most stable structure - #a; separation to the second - 1.2 kcal/mol.



#a
DFT (the ωB97M-V functional and the def2-TZVPD basis) results for the molecule C2H6N2O3.

The geometry in XYZ format:
```
13
Properties=species:S:1:pos:R:3:nbo_charge:R:1
O 1.81631 1.06751 -0.20834 -0.668
O -1.15726 -0.62018 -0.58212 -0.437
O -1.44194 1.23900 0.73866 -0.733
N 0.83468 -1.07541 0.33854 -0.515
N -0.45315 -1.52070 0.39887 -0.186
C 0.75282 0.43794 0.35903 0.229
C -0.69001 0.63531 -0.31473 0.288
H -0.94046 1.23636 -1.21978 0.172
H 1.59713 -1.54100 -0.20671 0.362
H -0.54491 -2.49199 0.01326 0.359
H 1.99698 0.58668 -1.03143 0.466
H -2.38076 1.28788 0.37618 0.471
H 0.61056 0.75859 1.33857 0.193
```

## Properties
SMILES string: O[C@@H]1NNO[C@H]1O
LUMO: 0.7 eV



#b
DFT (the ωB97M-V functional and the def2-TZVPD basis) results for a structure of composition C2H6N2O3.

The geometry in XYZ format:
```
13
Properties=species:S:1:pos:R:3:nbo_charge:R:1
O -1.24859 0.76361 -0.37942 -0.330
O -2.02154 -0.28357 -1.02087 -0.482
O 1.94987 -0.50254 -0.85469 -0.651
N 0.74543 1.07984 1.13220 -0.711
N -0.06146 -1.15034 0.76153 -0.863
C 0.01617 0.21765 0.36581 0.411
C 1.11939 0.47910 -0.57134 0.276
H 1.16342 1.32285 -1.24952 0.204
H -2.91768 0.05937 -0.90603 0.473
H -0.23684 -1.21023 1.75718 0.389
H 1.69928 -1.22137 -0.20991 0.506
H 0.59592 2.06261 0.92864 0.374
H -0.80337 -1.61698 0.24639 0.405
```

## Properties
LUMO: 0.7 eV



Most stable structure - #a; separation to the second - 33.0 kcal/mol.



#a
DFT (the ωB97M-V functional and the def2-TZVPD basis) results for a cluster of 2 separate species, CH4O3 in total.

The geometry in XYZ format:
```
8
Properties=species:S:1:pos:R:3:nbo_charge:R:1
O 0.20681 1.76345 1.66739 -0.928
O -0.81689 -0.20663 -0.74374 -0.713
O 0.90817 -1.31963 -1.66756 -0.559
C -0.01501 -1.26833 -0.91613 0.647
H -0.38490 -2.04721 -0.24092 0.116
H -0.24683 0.95461 1.87003 0.468
H 0.90062 1.45235 1.07453 0.462
H -0.55197 0.67138 -1.04361 0.508
```

## Properties
SMILES string: O=CO.O
LUMO: 0.5 eV



#b
DFT (the ωB97M-V functional and the def2-TZVPD basis) results for a cluster of 2 separate species, CH4O3 in total.

The geometry in XYZ format:
```
8
Properties=species:S:1:pos:R:3:nbo_charge:R:1
O -0.91205 -0.99499 0.08513 -0.690
O 1.48427 -0.15549 0.24983 -0.976
O -0.64101 1.20790 0.04202 -0.671
C -0.34688 0.06520 -0.48547 0.702
H 2.10890 -0.21168 -0.43937 0.444
H -0.39000 -0.11952 -1.48874 0.171
H -0.75813 -1.13924 1.03856 0.503
H -0.54510 1.34784 0.99805 0.517
```

## Properties
LUMO: 0.6 eV



Most stable structure - #a; separation to the second - 50.3 kcal/mol.